C30H26MgN6S5 | ωB97M-V with the def2-TZVPD basis set

The gap between HOMO and LUMO is 5.736 eV. The calculation puts the calculated total energy at -3678.50442 Eh. Its total charge is 0. The max |F| is 0.011 Eh/bohr.

```
68
Properties=species:S:1:pos:R:3:mulliken_charge:R:1
Mg 0.2218 0.1260 0.2228 1.9910
C -0.1222 -0.4709 3.2667 -1.1239
C 0.1990 -1.8837 2.7561 -0.5856
N 0.6251 -1.8046 1.3549 -0.4474
C 0.2812 -2.9563 0.5283 -0.6578
C -1.2352 -3.1278 0.3809 -0.8289
S -2.1686 -1.5885 0.0965 -0.0429
C -2.8097 -1.1339 1.7467 -0.6292
C -2.2782 0.2078 2.2473 -1.0772
N -0.8236 0.3022 2.2426 -0.2961
H -0.6860 -0.5285 4.2057 0.4210
H 0.8200 0.0385 3.4555 0.3745
H 0.9653 -2.3334 3.3928 0.4388
H -0.6782 -2.5238 2.8181 0.3102
H 1.6266 -1.6473 1.3305 -0.1975
H 0.7170 -2.7869 -0.4579 0.2741
H 0.6862 -3.8978 0.9234 0.3851
H -1.4347 -3.7445 -0.4942 0.5076
H -1.6821 -3.6248 1.2406 0.4663
H -3.8926 -1.0737 1.6482 0.5652
H -2.5834 -1.9459 2.4338 0.3708
H -2.6502 1.0012 1.5947 0.4063
H -2.6931 0.3771 3.2501 0.4112
H -0.5779 1.2849 2.3474 0.3622
S -4.7243 1.2322 -2.7890 -0.1058
C -5.9033 1.6692 -3.9485 -0.3724
C -5.3519 1.8875 -5.1712 -0.6013
C -3.9489 1.6994 -5.1744 -0.4184
C -3.4435 1.3431 -3.9540 0.3554
C -2.0567 1.0534 -3.5956 0.6187
C -1.7210 0.6291 -2.2967 -0.4466
N -0.5082 0.2992 -1.9146 -0.1715
C 0.4942 0.4043 -2.8055 -0.4963
C 0.2900 0.8790 -4.1139 0.9319
C 1.4160 1.0571 -4.9798 -1.0702
C 2.6686 0.7970 -4.5490 -1.0076
C 2.9087 0.2908 -3.2319 0.7627
C 4.1904 0.0292 -2.7394 -1.0133
C 4.3548 -0.4730 -1.4630 0.2667
C 3.1821 -0.7305 -0.7264 -0.4764
N 1.9627 -0.4769 -1.1502 0.7715
C 1.8159 0.0550 -2.3766 -0.5017
C 5.6685 -0.6998 -0.8725 0.4705
C 6.8970 -0.6364 -1.4749 -0.5863
C 7.9703 -0.8678 -0.5848 -0.5907
C 7.5489 -1.0993 0.6879 -0.3703
S 5.8500 -1.0078 0.8234 0.0082
C -1.0191 1.1845 -4.4991 -0.8814
H -6.9389 1.7427 -3.6583 0.4212
H -5.9243 2.1737 -6.0411 0.3904
H -3.3423 1.8312 -6.0589 0.3539
H -2.4920 0.5772 -1.5380 0.1552
H 1.2429 1.4318 -5.9810 0.4337
H 3.5207 0.9658 -5.1960 0.4410
H 5.0512 0.2431 -3.3602 0.4087
H 3.2853 -1.1848 0.2494 0.4971
H 7.0360 -0.4433 -2.5292 0.3558
H 9.0098 -0.8565 -0.8774 0.3870
H 8.1431 -1.2928 1.5662 0.4094
H -1.2004 1.5355 -5.5070 0.3758
S 0.0003 2.6261 0.1765 -0.5661
C 1.5694 2.6542 0.9003 0.8239
S 2.2405 1.1801 1.4910 -0.4610
C 2.3079 3.8307 0.9593 0.3301
C 3.6454 3.8121 1.4352 0.0097
N 4.7372 3.7797 1.8071 -0.5789
C 1.7701 5.0692 0.5265 -0.0926
N 1.3301 6.0816 0.1926 -0.5672
```


C30H26N3S2 | ωB97M-V with the def2-TZVPD basis set

The gap between HOMO and LUMO is 6.142 eV. The calculation puts the calculated total energy at -2119.13173 Eh. Its total charge is +1. The max |F| is 0.042 Eh/bohr.

```
61
Properties=species:S:1:pos:R:3:mulliken_charge:R:1
C 5.5778 -1.1026 3.2739 -0.4866
C 5.0368 0.1075 3.7430 -0.7340
C 3.6529 0.3093 3.6837 -0.2097
C 2.8642 -0.7225 3.1892 0.1986
N 1.4858 -0.5627 3.0551 0.9906
C 0.7166 0.5431 3.1675 -0.5646
N -0.5593 0.0047 3.0358 0.4072
C -1.7203 0.7949 2.9803 0.2046
C -1.6144 2.0795 3.5024 -0.4552
C -2.6724 2.9802 3.3402 -0.5131
C -3.8831 2.5261 2.8106 -0.6980
C -3.9673 1.2489 2.2462 -0.7166
C -2.8639 0.3806 2.3053 -0.3103
C -0.4719 -1.3947 2.8704 -0.1318
C -1.5144 -2.3989 3.0670 0.1987
C -1.3491 -3.6853 2.5020 -0.4666
C -2.3066 -4.6709 2.7287 -0.5790
C -3.4200 -4.3965 3.5390 -0.4063
C -3.5183 -3.1679 4.2042 -0.6879
C -2.5541 -2.1830 3.9963 -0.0495
N 0.7938 -1.7097 2.7544 -0.9557
C 3.3728 -1.9481 2.7876 -0.6125
C 4.7562 -2.1162 2.7491 -0.6823
H 6.6582 -1.2549 3.3197 0.3697
H 5.6846 0.8830 4.1567 0.4076
H 3.1590 1.2133 4.0289 0.9050
H -0.6856 2.3538 4.0002 0.7203
H -2.5341 4.0233 3.6249 0.4455
H -4.7567 3.1788 2.8190 0.3917
H -4.8830 0.9033 1.7659 0.4083
H -2.8988 -0.6164 1.8647 0.5845
H -0.4583 -3.8832 1.9057 0.4171
H -2.1939 -5.6606 2.2756 0.3797
H -4.2034 -5.1482 3.6689 0.3853
H -4.3507 -2.9737 4.8865 0.3861
H -2.5858 -1.2493 4.5607 0.4801
H 2.6580 -2.7229 2.5204 0.4886
H 5.1571 -3.0427 2.3377 0.4057
C 1.9200 5.6188 5.6070 -0.4313
C 2.7968 4.5409 5.4642 -0.7466
C 2.7792 3.7684 4.3017 -0.2427
C 1.7575 3.9314 3.3367 0.0156
C 1.5794 2.9833 2.2144 1.0386
S 0.1562 3.0112 1.2591 0.1570
C 0.6420 3.3946 -0.4696 -0.6096
C 1.8475 2.5992 -0.9446 -0.5904
C 2.2790 1.4980 0.0152 -0.8400
S 2.9607 2.2354 1.5411 0.1815
C 0.9374 5.0814 3.4447 -0.5313
C 1.0500 5.9326 4.5508 -0.7226
H 1.9267 6.2056 6.5265 0.4137
H 3.5010 4.2942 6.2625 0.4028
H 3.5573 3.0209 4.1600 0.4895
H -0.2400 3.1055 -1.0747 0.4077
H 0.7739 4.4928 -0.5428 0.2984
H 1.5830 2.1318 -1.8986 0.3751
H 2.6973 3.2690 -1.1202 0.3023
H 1.5090 0.7478 0.2409 0.3481
H 3.1882 1.0069 -0.3566 0.5307
H 0.2282 5.3060 2.6397 0.4380
H 0.4372 6.8394 4.6045 0.4001
```


C30H26NO2 | ωB97M-V with the def2-TZVPD basis set

The gap between HOMO and LUMO is 4.953 eV. The calculation puts the calculated total energy at -1363.74459 Eh. Its total charge is +1. The max |F| is 0.035 Eh/bohr.

```
59
Properties=species:S:1:pos:R:3:mulliken_charge:R:1
C 3.9450 -0.3951 4.0316 -0.6344
C 2.8689 0.5136 4.0574 -0.6261
C 1.5882 -0.0154 4.0543 0.2222
C 1.3716 -1.4105 4.1310 0.5815
C 2.4368 -2.3026 4.1439 -0.3718
C 3.7322 -1.7856 4.0556 -0.7310
C -0.0436 -1.6270 4.1588 0.1464
C -0.6790 -0.3517 4.0846 0.5887
C -2.0594 -0.2603 4.0418 -0.4217
C -2.7949 -1.4634 4.0811 -0.7587
C -2.1619 -2.7144 4.1729 -0.6979
C -0.7683 -2.8081 4.2019 -0.4145
N 0.3334 0.6410 4.0258 0.2326
C 0.2067 1.9927 3.8300 0.7828
C -0.8803 2.8122 3.8972 -1.7204
H 4.9652 -0.0203 3.9929 0.3817
H 3.0172 1.5904 4.0933 0.3957
H 2.2041 -3.3628 4.2103 0.3877
H 4.5803 -2.4696 4.0068 0.3793
H -2.5536 0.7023 3.9868 0.2333
H -3.8821 -1.4323 4.0388 0.3986
H -2.7529 -3.6290 4.2153 0.3795
H -0.2097 -3.7428 4.2477 0.3858
H 1.1747 2.4736 3.6432 0.1475
H -0.6102 3.8684 3.9100 0.8212
H -1.9033 2.4707 4.0478 -0.0174
C -6.9111 9.4904 4.6479 -0.8007
O -6.6284 8.1256 5.0212 -0.4096
C -5.4982 7.5254 4.5699 0.8740
C -5.3569 6.1362 4.8337 -0.7378
C -4.3105 5.4256 4.2999 -0.5645
C -3.3467 6.0414 3.4391 0.7842
C -2.3960 5.2438 2.7449 -1.0722
C -1.7207 5.6737 1.5698 0.7033
C -0.5324 5.0196 1.1226 -0.6011
C 0.1410 5.4788 0.0097 0.7589
C -0.3285 6.6220 -0.6868 0.1544
O 0.4661 7.0170 -1.7170 -0.4835
C 1.6068 6.0766 -1.7641 -0.3715
C 1.3887 5.0180 -0.6781 -0.6338
C -1.5191 7.2616 -0.3099 -1.0074
C -2.2228 6.7447 0.7462 -0.8835
C -3.4272 7.4652 3.3238 -0.8224
C -4.5034 8.1831 3.8071 -0.3556
H -7.8292 9.7110 5.1917 0.2502
H -6.1081 10.1703 4.9609 0.3400
H -7.0769 9.5802 3.5661 0.3559
H -6.1235 5.6606 5.4415 0.4508
H -4.2146 4.3609 4.5136 0.3968
H -2.2995 4.2100 3.0475 0.7169
H -0.1445 4.1660 1.6754 0.4370
H 1.6356 5.6502 -2.7728 0.2898
H 2.5204 6.6576 -1.5907 0.2797
H 2.2449 4.9589 0.0000 0.3005
H 1.2691 4.0257 -1.1283 0.2598
H -1.8471 8.1323 -0.8682 0.4481
H -3.1948 7.1754 0.9748 0.7986
H -2.6364 8.0101 2.8147 0.7232
H -4.6039 9.2471 3.5860 0.3509
```


C30H27AuI2N4OS | ωB97M-V with the def2-TZVPD basis set

The gap between HOMO and LUMO is 6.187 eV. The calculation puts the calculated total energy at -2582.88146 Eh. Its total charge is 0. The max |F| is 0.020 Eh/bohr.

```
66
Properties=species:S:1:pos:R:3:mulliken_charge:R:1
Au -0.3330 -0.5421 -0.1231 0.6124
I -3.4691 0.4563 4.1405 0.0253
C -3.0442 -1.4015 3.2969 -0.4564
C -3.6563 -2.5442 3.8148 -0.3289
C -3.4001 -3.7888 3.3009 -0.4249
I -4.3647 -5.4409 4.1497 0.0409
C -2.4939 -3.9301 2.2234 1.2238
C -2.1422 -5.1628 1.6331 -0.5770
C -1.2326 -5.2004 0.6128 -1.1000
C -0.6790 -3.9953 0.1611 -0.3351
N -0.9990 -2.8282 0.6676 -0.2288
C -1.8788 -2.7646 1.6899 -0.1224
C -2.1453 -1.4374 2.2248 0.5139
O -1.5833 -0.3953 1.7502 -0.6463
H -4.3463 -2.4349 4.6409 0.3408
H -2.5917 -6.0734 2.0058 0.1755
H -0.9374 -6.1345 0.1550 0.3784
H 0.0660 -4.0039 -0.6269 0.5780
C 0.4549 -0.8846 -2.0833 0.3044
C 1.3804 -0.0940 -2.2577 -0.1696
C 2.4659 0.8199 -2.3218 0.3633
C 3.7800 0.3754 -2.1295 -0.2652
C 4.8285 1.2717 -2.2230 -0.7060
C 4.5757 2.6140 -2.4937 -0.4082
C 3.2739 3.0632 -2.6656 -0.4073
C 2.2148 2.1717 -2.5794 -0.4348
H 3.9586 -0.6696 -1.9148 0.4744
H 5.8449 0.9277 -2.0828 0.4304
H 5.4004 3.3109 -2.5715 0.4052
H 3.0802 4.1089 -2.8646 0.4136
H 1.1923 2.5057 -2.6882 0.4229
C -0.4026 -1.8781 -2.8209 -0.9478
C -1.7111 -1.2359 -3.2316 0.5145
C -2.7753 -1.1798 -2.3359 0.0803
C -3.9512 -0.5380 -2.6794 -1.0773
C -4.0735 0.0491 -3.9381 0.5882
C -3.0172 -0.0111 -4.8446 -0.7544
C -1.8432 -0.6491 -4.4839 -0.5227
C -5.2894 0.7187 -4.3047 -0.0092
N -6.2622 1.2557 -4.5983 -0.4986
H 0.1477 -2.2121 -3.7010 0.5932
H -0.6153 -2.7457 -2.2058 -0.1021
H -2.6800 -1.6410 -1.3589 0.4613
H -4.7747 -0.4878 -1.9804 0.4828
H -3.1242 0.4392 -5.8220 0.4588
H -1.0160 -0.6863 -5.1829 0.4064
C 4.2823 3.3302 2.1940 -1.0040
C 3.8738 2.0680 1.4393 -0.7018
N 2.6137 2.1939 0.7291 0.1646
C 1.3732 2.1002 1.2549 0.5506
S 0.0199 2.2341 0.2458 -0.4224
N 1.2917 1.9177 2.5784 0.0719
C 0.0597 1.7428 3.3412 -0.2175
C -0.2325 2.9527 4.2124 -1.2137
H 5.2527 3.1896 2.6716 0.3675
H 3.5606 3.5996 2.9660 0.2963
H 4.3553 4.1717 1.5051 0.3009
H 3.8316 1.2027 2.1095 0.3922
H 4.6283 1.8336 0.6891 0.2662
H 2.6316 2.2943 -0.2729 -0.0872
H 2.1494 1.9027 3.1045 0.1802
H 0.1616 0.8386 3.9447 0.2316
H -0.7452 1.5597 2.6357 0.1245
H 0.5955 3.1707 4.8918 0.3669
H -1.1225 2.7682 4.8140 0.2729
H -0.4117 3.8322 3.5924 0.2945
```


Number 1: LUMO level -1.0 eV. Number 2: LUMO level -4.7 eV. Number 3: LUMO level -5.0 eV. Number 4: LUMO level -0.9 eV.